# 1
{"formula": "C5H3ClOS", "method": "wB97M-V/def2-TZVPD", "smiles": "S=c1cc(Cl)cco1", "relative_energy_kcal_mol": 3.1, "gap_ev": 8.18, "species": ["C", "C", "C", "C", "C", "H", "H", "H", "O", "S", "Cl"], "positions_angstrom": [[1.024295, -0.519239, -0.024854], [0.976416, 0.895624, 0.011070], [-0.227221, 1.502412, -0.033663], [-1.396356, -0.575518, 0.014916], [-0.102919, -1.221451, 0.163027], [1.883272, 1.488069, -0.119553], [-0.369011, 2.544975, -0.006135], [-0.137578, -2.286689, 0.207815], [-1.372741, 0.783315, -0.052963], [-2.815617, -1.339230, -0.080706], [2.537465, -1.272263, -0.078954]], "atomic_forces_ev_per_a": [[-0.460, 0.024, 1.003], [0.079, 1.383, -1.067], [0.641, -1.989, 0.333], [0.924, -0.108, 0.381], [-0.918, 0.136, -0.889], [-0.305, -0.195, 0.337], [-0.351, 0.972, -0.121], [0.158, -0.463, 0.098], [-0.038, 0.900, 0.035], [-0.481, -0.265, -0.018], [0.751, -0.394, -0.091]], "mulliken_charge": [0.55, -0.43, -0.23, 0.20, -0.47, 0.35, 0.44, 0.41, -0.32, -0.33, -0.17]}

# 2
{"formula": "C20H30F13IO9P", "method": "wB97M-V/def2-TZVPD", "total_charge": 1, "gap_ev": 6.76, "species": ["F", "C", "F", "F", "C", "F", "F", "C", "F", "F", "C", "F", "F", "C", "F", "F", "C", "F", "F", "C", "C", "P", "I", "H", "H", "H", "H", "H", "H", "C", "C", "O", "C", "O", "O", "C", "H", "H", "H", "H", "H", "H", "H", "H", "C", "C", "O", "C", "O", "O", "C", "H", "H", "H", "H", "H", "H", "H", "H", "C", "C", "O", "C", "O", "O", "C", "H", "H", "H", "H", "H", "H", "H", "H"], "positions_angstrom": [[2.548135, 0.597576, 4.496386], [2.166681, 1.352229, 3.455948], [0.832068, 1.288040, 3.320228], [2.490468, 2.634700, 3.700355], [2.825243, 0.836655, 2.154135], [2.424554, 1.611237, 1.131591], [2.317674, -0.401782, 1.969113], [4.385160, 0.674963, 2.156151], [4.681105, -0.534308, 2.652055], [4.790661, 0.732254, 0.870319], [5.239330, 1.719557, 2.915909], [6.512673, 1.287272, 2.839356], [4.909165, 1.759050, 4.225389], [5.224449, 3.155059, 2.310816], [6.099905, 3.174954, 1.295681], [4.017422, 3.479635, 1.807063], [5.636792, 4.266755, 3.309049], [6.720760, 3.855905, 3.998707], [6.019063, 5.341192, 2.566096], [4.573637, 4.703263, 4.285642], [3.571819, 5.696823, 3.690581], [4.248939, 7.367345, 3.413307], [4.237923, 7.855585, 1.065306], [4.022744, 3.877409, 4.709675], [5.092953, 5.171059, 5.115259], [3.127346, 5.378855, 2.756384], [2.755878, 5.811824, 4.396826], [3.401158, 8.308963, 4.001241], [5.550038, 7.517234, 3.900026], [-1.698782, 1.721835, 1.707603], [-0.943689, 0.721590, 0.856082], [-1.799551, -0.342532, 0.427560], [-2.576166, -0.058505, -0.619704], [-2.592662, 0.982076, -1.221374], [-3.302097, -1.134545, -0.894264], [-4.212644, -0.975862, -1.989517], [-2.194147, 1.218702, 2.538910], [-1.029003, 2.482421, 2.105139], [-2.467479, 2.217458, 1.115804], [-0.158671, 0.247329, 1.428485], [-0.482162, 1.201017, -0.008208], [-3.697553, -0.612496, -2.875444], [-5.014850, -0.293770, -1.715727], [-4.631385, -1.956350, -2.194098], [0.725880, -1.816582, -1.222889], [0.878882, -1.232010, -2.609844], [2.260048, -1.130459, -2.988653], [2.809802, -2.260074, -3.430582], [2.253387, -3.315688, -3.561217], [4.085634, -2.010369, -3.721894], [4.813981, -3.149758, -4.187606], [1.320567, -1.249097, -0.505521], [-0.316204, -1.793526, -0.911765], [1.070402, -2.849903, -1.192285], [0.497344, -0.212036, -2.636643], [0.328823, -1.810718, -3.350478], [4.301958, -3.625901, -5.020036], [4.954634, -3.864179, -3.378304], [5.780569, -2.782472, -4.518961], [-6.892294, -5.728030, -1.057433], [-6.614743, -5.878057, -2.537764], [-7.810385, -5.725555, -3.315314], [-8.189658, -4.471552, -3.539773], [-7.617764, -3.478776, -3.172550], [-9.315845, -4.502306, -4.246706], [-9.869581, -3.216507, -4.533819], [-7.682682, -6.412246, -0.747910], [-5.993886, -5.944549, -0.479787], [-7.217894, -4.715154, -0.822303], [-6.255597, -6.881382, -2.757103], [-5.858047, -5.171768, -2.877274], [-9.130351, -2.568494, -4.998593], [-10.249222, -2.757451, -3.622566], [-10.690660, -3.383071, -5.224266]], "atomic_forces_ev_per_a": [[-0.321, 0.458, -0.532], [-0.621, -0.465, 0.346], [0.895, 0.058, 0.269], [-0.215, -0.158, 0.052], [-0.406, -0.601, -0.074], [0.120, -0.105, 0.275], [0.113, 0.278, -0.078], [-0.039, 0.017, -0.379], [-0.058, 0.366, 0.090], [-0.128, -0.080, 0.170], [0.767, -0.110, 0.084], [-0.276, 0.051, 0.056], [-0.122, -0.023, -0.112], [0.766, 0.139, -0.270], [-0.051, -0.007, -0.007], [-0.198, 0.042, -0.043], [0.027, -0.649, 0.479], [0.025, -0.055, -0.170], [0.038, 0.337, -0.193], [-0.222, 0.611, -0.039], [0.102, 0.164, 0.465], [-0.318, -0.176, -1.329], [0.074, -0.010, 0.673], [0.058, -0.286, -0.076], [0.205, 0.055, 0.205], [0.024, -0.117, -0.216], [-0.187, 0.160, 0.152], [0.208, 0.048, 0.158], [-0.130, 0.061, 0.160], [-0.293, -0.032, -0.128], [0.058, 0.342, 0.063], [0.046, -0.020, 0.116], [-0.003, -0.176, -0.054], [-0.002, 0.193, -0.071], [-0.017, -0.056, -0.011], [-0.204, -0.108, -0.190], [0.096, -0.015, 0.048], [0.053, 0.012, -0.012], [0.041, 0.032, -0.027], [0.017, -0.286, 0.054], [-0.118, -0.009, -0.073], [0.040, 0.092, 0.048], [0.048, 0.074, -0.021], [0.044, -0.047, 0.132], [0.209, -0.157, -0.006], [-0.364, 0.067, 0.167], [-0.016, 0.124, 0.005], [0.057, 0.143, -0.090], [-0.081, -0.198, 0.027], [0.079, 0.019, 0.006], [0.185, -0.081, -0.080], [-0.053, 0.090, 0.024], [-0.030, -0.006, 0.008], [-0.038, -0.012, -0.069], [0.137, 0.055, -0.039], [0.114, -0.092, -0.023], [-0.070, -0.030, 0.045], [-0.076, -0.047, -0.023], [-0.023, 0.107, 0.047], [-0.186, 0.120, 0.011], [0.299, -0.125, 0.242], [0.030, -0.069, -0.064], [-0.087, -0.150, -0.022], [0.128, 0.200, 0.064], [-0.058, 0.015, -0.065], [-0.146, 0.108, -0.097], [0.060, -0.074, -0.001], [0.018, -0.022, -0.016], [0.061, 0.024, -0.027], [-0.126, -0.033, -0.091], [-0.088, 0.093, -0.027], [0.052, 0.009, 0.067], [0.076, 0.042, 0.017], [0.006, -0.117, 0.018]], "mulliken_charge": [-0.26, 0.47, -0.20, -0.20, 0.86, -0.25, -0.29, 0.50, -0.28, -0.27, 0.50, -0.29, -0.28, 0.57, -0.32, -0.23, 0.94, -0.32, -0.32, -1.13, -0.57, 0.03, 0.25, 0.31, 0.48, 0.30, 0.54, 0.23, 0.21, -1.42, 0.28, -0.41, 0.79, -0.57, -0.34, -0.63, 0.35, 0.33, 0.42, 0.17, 0.26, 0.31, 0.30, 0.19, -0.76, -0.23, -0.38, 0.76, -0.55, -0.34, -0.65, 0.03, 0.24, 0.42, 0.26, 0.36, 0.30, 0.30, 0.22, -1.11, -0.18, -0.34, 0.80, -0.55, -0.34, -0.63, 0.32, 0.36, 0.30, 0.28, 0.29, 0.29, 0.29, 0.22]}

E_LUMO values, unit eV, following the record order: -0.41; -5.08.
Calculated total energy values, unit eV, following the record order: -30637.6142; -92364.7763.
HOMO level values, unit eV, following the record order: -8.6; -11.8.